The following is a quantum chemistry calculation of a structure of composition C3H7IN3P in a non-equilibrium geometry, from the OMol25 dataset.

## Properties
highest occupied orbital energy (spin up / spin down) = -7.054 / -9.556 eV
HOMO-LUMO gap (spin up / spin down) = 5.897 / 7.191 eV
calculated total energy = -921.531470 a.u.
spin multiplicity = 3
molar mass = 242.988 u
total charge = 0

Last column: Löwdin charge in e.
Cartesian coordinates (Å):
I1 -0.12471 -1.21432 3.19711  0.86
P1 -0.30999 -1.45904 -1.40386  0.78
N1 -0.56914 -3.01292 0.68135  -0.01
N2 0.08248 -2.00473 0.34034  -0.47
N3 -0.69604 -2.39819 -2.52231  -0.30
C1 -0.69981 0.06897 0.47291  -0.26
C2 -0.11147 1.43152 0.02514  -0.08
C3 0.30923 -0.85896 1.14254  -0.85
H1 -1.69222 -0.22737 0.80380  0.08
H2 0.19875 1.90348 0.86345  0.04
H3 0.81940 1.07300 -0.35962  0.03
H4 -0.50351 2.15662 -0.66407  0.09
H5 1.25629 -0.36027 1.00030  0.07
H6 0.80444 -0.54359 -1.25632  0.01
H7 -0.97708 -3.40516 -0.13734  0.01